# 1
Below is a structure of composition C28H34Br62Cl2OP, with properties calculated with ωB97M-V/def2-TZVPD.

Calculated values
Spin multiplicity   1
Net charge   -1
E_LUMO   0.911 eV
Kohn-Sham gap   5.9 eV

Element x y z (Å)
C -2.584 4.008 -0.545
C -1.667 3.878 0.422
C -0.154 3.722 0.165
P 0.597 1.983 0.519
Cl 2.209 2.535 -0.901
C -0.708 1.557 1.878
C -0.281 0.365 2.735
O 0.811 0.151 3.126
Cl -1.639 -0.778 3.212
C -0.442 1.090 -0.908
Br 0.640 1.168 -2.595
C -0.725 -0.442 -0.608
C -2.263 -0.651 -0.571
Br -0.111 -1.637 -2.088
H -3.639 3.851 -0.303
H -2.350 4.319 -1.566
H -2.085 3.900 1.433
H 0.063 4.054 -0.854
H 0.363 4.416 0.844
H 1.285 0.738 0.733
H 1.434 2.586 1.530
H -1.678 1.267 1.448
H -0.814 2.377 2.606
H -1.385 1.569 -1.181
H -0.219 -0.831 0.281
H -2.772 0.247 -0.188
H -2.655 -0.854 -1.576
H -2.500 -1.505 0.077
C 6.556 1.467 -0.963
Br 4.893 1.868 -0.027
Br 7.327 -0.256 -0.493
Br 6.312 1.605 -2.871
H 7.272 2.226 -0.678
C -5.509 -3.027 0.583
Br -3.990 -4.104 0.082
Br -4.990 -1.641 1.815
Br -6.437 -2.323 -0.953
H -6.202 -3.674 1.100
C -4.772 1.170 5.762
Br -3.920 -0.402 6.487
Br -3.917 1.742 4.136
Br -6.669 0.918 5.525
H -4.644 1.961 6.489
C 7.390 0.548 3.687
Br 6.791 -0.596 5.127
Br 9.261 0.258 3.285
Br 6.289 0.381 2.114
H 7.298 1.568 4.036
C -4.759 -6.031 -3.266
Br -4.181 -4.246 -3.671
Br -6.644 -6.101 -2.859
Br -4.284 -7.277 -4.660
H -4.233 -6.339 -2.374
C -1.380 -7.250 -0.585
Br -0.839 -5.459 -1.041
Br -3.262 -7.338 -0.154
Br -0.908 -8.514 -1.962
H -0.835 -7.532 0.306
C 5.996 -2.086 -4.804
Br 4.227 -2.611 -4.261
Br 7.349 -2.928 -3.719
Br 6.293 -2.395 -6.687
H 6.076 -1.019 -4.640
C 1.667 -11.847 -2.271
Br 3.177 -12.894 -2.856
Br 2.199 -10.470 -1.034
Br 0.677 -11.139 -3.771
H 1.004 -12.515 -1.740
C -5.258 -4.446 7.359
Br -6.946 -4.079 8.214
Br -4.513 -6.129 7.933
Br -5.395 -4.343 5.441
H -4.570 -3.671 7.668
C -0.956 8.132 -0.676
Br -0.402 9.053 0.932
Br -0.893 6.209 -0.480
Br -2.701 8.712 -1.270
H -0.242 8.396 -1.450
C -5.665 -2.033 -7.028
Br -6.291 -1.663 -5.244
Br -5.668 -3.924 -7.407
Br -6.650 -1.036 -8.354
H -4.637 -1.700 -7.079
C -3.319 11.347 2.771
Br -2.711 10.119 4.127
Br -4.468 10.484 1.491
Br -4.151 12.909 3.545
H -2.444 11.686 2.234
C 4.190 -3.860 -0.572
Br 4.867 -3.349 1.162
Br 4.132 -5.781 -0.782
Br 2.481 -3.047 -0.943
H 4.889 -3.482 -1.309
C -7.484 -6.101 2.751
Br -9.172 -5.739 3.611
Br -6.734 -7.784 3.321
Br -7.617 -5.990 0.832
H -6.797 -5.326 3.064
C 8.541 5.397 -1.268
Br 9.466 3.833 -0.615
Br 9.286 6.016 -2.937
Br 6.640 5.115 -1.398
H 8.698 6.181 -0.541
C 6.642 -3.046 8.685
Br 6.780 -1.414 9.702
Br 8.302 -3.483 7.814
Br 5.994 -4.509 9.764
H 5.909 -2.876 7.908
C -4.606 7.043 -4.551
Br -4.010 5.799 -3.203
Br -5.755 6.188 -5.843
Br -5.441 8.610 -3.792
H -3.727 7.382 -5.082
C 3.096 9.100 -1.440
Br 2.750 7.457 -0.494
Br 4.601 8.930 -2.635
Br 1.526 9.752 -2.360
H 3.359 9.845 -0.702
C -7.429 0.323 -12.629
Br -7.618 1.128 -10.889
Br -5.780 -0.664 -12.779
Br -8.956 -0.763 -13.083
H -7.385 1.128 -13.349
C 12.471 -2.505 7.302
Br 11.900 -2.158 9.112
Br 12.375 -4.382 6.871
Br 11.507 -1.429 6.025
H 13.511 -2.217 7.238

# 2
Below is a structure of composition C28H34BrEuN7O3S, with properties calculated with ωB97M-V/def2-TZVPD.

Calculated values
Spin multiplicity   7
Net charge   +1
E_LUMO (alpha / beta)   -3.065 / -2.688 eV
Kohn-Sham gap (alpha / beta)   6.8 / 7.2 eV

Element x y z (Å)
Eu 1.565 -1.522 1.018
N -1.687 -4.651 -0.286
C -2.635 -3.702 0.103
C -4.081 -3.680 0.092
C -4.651 -2.557 0.666
C -3.876 -1.542 1.192
C -2.522 -1.559 1.247
C -1.911 -2.698 0.753
N -0.548 -2.984 0.671
C -0.492 -4.175 0.099
C 0.842 -4.747 -0.201
C 1.110 -5.995 -0.675
S 2.811 -6.134 -0.907
C 3.043 -4.539 -0.365
N 1.935 -3.933 -0.039
H -1.831 -5.596 -0.719
H -4.638 -4.457 -0.387
H -5.726 -2.528 0.664
H -4.377 -0.699 1.571
H -1.912 -0.754 1.585
H 0.431 -6.824 -0.873
H 4.061 -4.182 -0.268
C -1.108 5.818 -0.680
C -2.096 4.987 0.117
C -3.481 4.862 -0.574
C -2.214 5.621 1.532
C -1.473 3.600 0.245
C -0.799 3.115 1.348
C -0.164 1.891 1.211
Br 0.702 1.088 2.692
C -0.179 1.078 0.067
O 0.392 -0.092 0.070
C -0.816 1.572 -1.057
C -1.469 2.818 -0.937
C -1.010 0.827 -2.391
C 0.250 -0.024 -2.786
C -2.191 -0.112 -2.145
C -1.275 1.765 -3.549
H -1.501 6.843 -0.784
H -0.829 5.453 -1.669
H -0.232 5.941 -0.050
H -3.997 5.793 -0.420
H -4.117 4.073 -0.142
H -3.440 4.737 -1.650
H -2.767 6.533 1.593
H -1.219 5.914 1.994
H -2.801 4.994 2.250
H -0.732 3.671 2.258
H -1.909 3.277 -1.837
H 0.431 -0.822 -2.131
H 1.130 0.616 -2.881
H 0.170 -0.466 -3.783
H -2.022 -0.759 -1.277
H -2.409 -0.693 -3.033
H -3.110 0.428 -2.042
H -0.675 2.681 -3.425
H -2.306 2.069 -3.610
H -1.064 1.152 -4.433
C 3.721 -0.089 -1.131
O 3.326 -0.964 -0.087
H 3.098 0.817 -1.209
H 3.703 -0.452 -2.164
H 4.744 0.315 -0.983
N 7.385 -1.292 2.933
C 6.115 -1.498 2.623
N 5.717 -1.278 1.375
N 5.253 -1.872 3.547
C 3.997 -1.861 3.266
N 2.840 -1.789 3.101
H 8.002 -0.826 2.323
H 7.692 -1.526 3.840
H 6.347 -1.042 0.634
H 4.774 -1.292 1.093
O -1.056 -3.407 4.105
C -0.241 -2.739 3.705

# 3
Below is a structure of composition C28H34MnN7SSi2, with properties calculated with ωB97M-V/def2-TZVPD.

Calculated values
Spin multiplicity   2
Net charge   -1
E_LUMO (alpha / beta)   2.453 / 2.449 eV
Kohn-Sham gap (alpha / beta)   6.2 / 6.4 eV

Element x y z (Å)
Mn 0.892 -0.202 0.150
C -4.601 0.660 2.132
C -3.858 1.166 1.077
C -2.486 0.976 1.023
C -1.803 0.250 2.005
C -2.573 -0.264 3.065
C -3.939 -0.055 3.126
N -0.445 -0.011 1.863
C 0.317 -0.238 2.987
C 0.077 0.266 4.284
C 0.982 0.041 5.304
C 2.160 -0.665 5.080
C 2.440 -1.143 3.814
C 1.526 -0.946 2.777
N 1.781 -1.210 1.433
N 2.798 -2.032 1.177
C 2.992 -2.057 -0.134
C 4.021 -2.853 -0.723
C 4.213 -2.829 -2.062
C 3.362 -2.015 -2.858
C 2.382 -1.298 -2.256
N 2.156 -1.284 -0.908
H -5.673 0.804 2.176
H -4.343 1.705 0.270
H -1.933 1.350 0.181
H -2.094 -0.869 3.823
H -4.501 -0.482 3.949
H -0.816 0.843 4.478
H 0.776 0.444 6.289
H 2.867 -0.815 5.886
H 3.360 -1.665 3.594
H 4.628 -3.447 -0.053
H 4.996 -3.418 -2.524
H 3.477 -1.964 -3.932
H 1.711 -0.683 -2.835
C -1.812 -2.558 0.552
Si -0.826 -1.594 -0.759
C -0.234 -2.996 -1.900
C -2.096 -0.677 -1.838
C -3.321 -1.223 -2.226
C -4.180 -0.518 -3.058
C -3.815 0.740 -3.524
C -2.597 1.289 -3.145
C -1.732 0.597 -2.295
Si -0.046 1.227 -1.657
C 0.918 1.614 -3.275
C -0.422 3.090 -1.211
H -2.200 -3.484 0.116
H -2.650 -1.976 0.934
H -1.170 -2.819 1.396
H -1.098 -3.613 -2.163
H 0.504 -3.628 -1.399
H 0.209 -2.629 -2.828
H -3.616 -2.204 -1.867
H -5.134 -0.946 -3.345
H -4.482 1.291 -4.177
H -2.325 2.274 -3.516
H 0.419 2.438 -3.795
H 0.961 0.775 -3.973
H 1.943 1.923 -3.051
H -1.303 3.425 -1.764
H 0.411 3.717 -1.550
H -0.630 3.302 -0.157
N 1.419 1.631 1.066
N 2.043 2.811 0.575
C 3.158 2.641 -0.196
N 3.488 3.757 -0.912
S 4.002 1.232 -0.245
H 0.503 1.899 1.413
H 1.960 1.325 1.876
H 1.345 3.420 0.169
H 3.155 4.655 -0.600
H 4.400 3.730 -1.332

# 4
Below is a structure of composition C28H34N3S3Y, with properties calculated with ωB97M-V/def2-TZVPD.

Calculated values
Spin multiplicity   1
Net charge   +2
E_LUMO   -5.951 eV
Kohn-Sham gap   7.4 eV

Element x y z (Å)
Y -0.347 -1.109 -1.559
C -1.881 -4.518 -2.249
C -0.474 -4.894 -2.696
S 0.601 -3.476 -3.040
C 2.120 -3.835 -2.128
C 1.985 -4.073 -0.632
S 1.167 -2.740 0.286
C -0.067 -3.643 1.249
C -1.122 -4.427 0.479
S -2.013 -3.471 -0.778
H -2.468 -5.424 -2.092
H -2.402 -3.964 -3.034
H -0.545 -5.486 -3.609
H 0.022 -5.525 -1.961
H 2.764 -2.977 -2.332
H 2.598 -4.699 -2.591
H 2.982 -4.191 -0.208
H 1.454 -5.002 -0.427
H -0.536 -2.886 1.877
H 0.462 -4.319 1.922
H -1.861 -4.801 1.187
H -0.692 -5.299 -0.009
C -1.871 4.684 1.903
C -0.423 4.497 2.260
C 0.303 5.511 2.879
C 1.639 5.349 3.210
C 2.281 4.147 2.945
C 1.577 3.115 2.345
C 0.246 3.304 1.996
N -0.493 2.233 1.385
C -0.113 1.504 0.323
N 0.893 1.983 -0.421
C 1.676 1.442 -1.500
C 1.402 0.210 -2.101
C 2.272 -0.174 -3.139
C 3.349 0.598 -3.535
C 3.551 1.825 -2.921
C 2.719 2.286 -1.908
C 2.971 3.633 -1.287
N -0.751 0.363 0.010
C -1.788 -0.132 0.875
C -1.493 -0.551 2.172
C -2.496 -1.047 2.989
C -3.793 -1.149 2.495
C -4.075 -0.759 1.195
C -3.082 -0.243 0.363
C -3.407 0.157 -1.051
H -2.181 5.712 2.079
H -2.525 4.049 2.507
H -2.061 4.450 0.854
H -0.194 6.448 3.097
H 2.177 6.159 3.683
H 3.318 4.006 3.219
H 2.059 2.161 2.166
H -1.353 1.949 1.828
H 1.222 2.880 -0.092
H 2.106 -1.109 -3.673
H 4.012 0.274 -4.326
H 4.374 2.455 -3.237
H 3.797 4.138 -1.782
H 3.234 3.554 -0.228
H 2.104 4.297 -1.364
H -0.478 -0.455 2.542
H -2.275 -1.349 4.005
H -4.585 -1.533 3.123
H -5.086 -0.850 0.818
H -4.454 -0.032 -1.280
H -2.861 -0.437 -1.811
H -3.189 1.203 -1.265

# 5
Below is a structure of composition C28H34N5O5Pd, with properties calculated with ωB97M-V/def2-TZVPD.

Calculated values
Spin multiplicity   3
Net charge   +1
E_LUMO (alpha / beta)   -4.624 / -4.524 eV
Kohn-Sham gap (alpha / beta)   6.1 / 7.0 eV

Element x y z (Å)
Pd -0.426 -0.327 -0.601
C -1.337 1.271 -3.986
C -1.961 1.574 -2.686
N -1.777 0.960 -1.525
C -2.592 1.566 -0.584
C -3.340 2.557 -1.185
N -2.930 2.537 -2.518
C -4.339 3.514 -0.617
O -4.756 3.346 0.665
O -4.727 4.410 -1.319
C -2.465 1.109 0.809
O -3.152 1.640 1.690
O -1.561 0.167 1.079
H -0.339 1.735 -3.950
H -1.920 1.718 -4.801
H -1.240 0.209 -4.090
H -3.310 3.201 -3.202
H -4.184 2.651 1.137
C -0.887 -1.926 3.337
C -0.883 -3.019 2.334
C -1.237 -4.312 2.749
C -1.217 -5.380 1.845
C -1.004 -5.151 0.492
C -0.725 -3.859 -0.003
C -0.717 -3.603 -1.477
C -0.444 -2.840 0.992
N 0.395 -1.744 0.604
C 1.468 -1.382 1.323
C 2.219 -2.337 2.175
C 1.796 0.058 1.280
C 2.962 0.543 2.063
N 1.072 0.831 0.477
C 0.911 2.242 0.520
C 1.384 2.978 -0.614
C 2.185 2.340 -1.696
C 1.033 4.302 -0.734
C 0.307 4.934 0.298
C -0.055 4.246 1.446
C 0.258 2.891 1.581
C -0.070 2.149 2.845
H -1.689 -2.150 4.033
H -1.046 -0.970 2.806
H 0.015 -1.908 3.972
H -1.619 -4.459 3.771
H -1.408 -6.378 2.215
H -1.196 -5.952 -0.227
H -1.612 -4.001 -2.000
H 0.117 -4.060 -1.995
H -0.731 -2.500 -1.632
H 2.037 -3.348 1.819
H 1.885 -2.253 3.211
H 3.301 -2.160 2.119
H 3.865 0.000 1.795
H 2.843 0.340 3.130
H 3.183 1.602 1.826
H 3.243 2.208 -1.443
H 2.129 3.036 -2.550
H 1.809 1.370 -1.990
H 1.251 4.815 -1.652
H 0.071 5.981 0.173
H -0.593 4.752 2.273
H -0.963 2.620 3.266
H 0.721 2.177 3.542
H -0.397 1.126 2.654
C 2.953 -1.366 -3.738
C 2.001 -1.478 -2.577
N 2.159 -2.553 -1.745
O 1.086 -0.633 -2.422
H 3.711 -2.129 -3.722
H 3.379 -0.349 -3.760
H 2.431 -1.512 -4.703
H 2.966 -3.200 -1.787
H 1.701 -2.469 -0.812

# 6
Below is a structure of composition C28H35AuN5O3Si, with properties calculated with ωB97M-V/def2-TZVPD.

Calculated values
Spin multiplicity   1
Net charge   +1
E_LUMO   -2.504 eV
Kohn-Sham gap   7.9 eV

Element x y z (Å)
Au 0.367 0.704 -1.504
C -3.320 -1.230 1.644
O -1.912 -1.100 1.483
C -1.149 -1.776 2.406
C -1.262 -3.146 2.606
C -0.473 -3.774 3.556
C 0.435 -3.043 4.309
C 0.570 -1.685 4.087
C -0.211 -1.046 3.136
N -0.065 0.358 2.911
C 0.065 0.825 1.617
N -0.726 1.903 1.352
C -0.800 2.764 0.248
C -0.405 2.483 -1.054
C -0.472 3.492 -2.022
C -0.955 4.746 -1.706
C -1.426 5.013 -0.427
C -1.338 4.037 0.544
O -1.763 4.190 1.834
C -2.193 5.478 2.246
N 0.864 0.302 0.742
C 1.868 -0.609 1.126
C 2.877 -0.255 2.009
C 3.901 -1.138 2.313
C 3.911 -2.396 1.739
C 2.922 -2.765 0.837
C 1.915 -1.869 0.513
O 0.932 -2.129 -0.401
C 1.093 -3.296 -1.184
H -3.776 -0.714 0.802
H -3.640 -0.765 2.580
H -3.636 -2.274 1.634
H -1.971 -3.714 2.020
H -0.572 -4.839 3.709
H 1.047 -3.533 5.051
H 1.295 -1.103 4.636
H -0.586 0.947 3.543
H -1.305 2.212 2.119
H -0.136 3.284 -3.028
H -0.993 5.520 -2.460
H -1.838 5.982 -0.196
H -2.376 5.405 3.314
H -3.117 5.760 1.737
H -1.418 6.221 2.054
H 2.853 0.730 2.455
H 4.679 -0.843 3.002
H 4.694 -3.099 1.983
H 2.951 -3.747 0.391
H 0.313 -3.267 -1.940
H 0.971 -4.197 -0.579
H 2.075 -3.307 -1.667
N 3.482 -1.378 -3.860
C 4.183 -1.240 -2.687
C 3.388 -0.509 -1.867
N 2.222 -0.187 -2.525
C 2.313 -0.735 -3.716
H 3.796 -1.846 -4.694
H 5.161 -1.661 -2.551
H 3.583 -0.182 -0.863
H 1.585 -0.657 -4.501
C -2.050 -1.336 -2.095
Si -1.670 0.411 -2.672
C -1.273 0.461 -4.502
C -3.109 1.536 -2.293
H -3.139 -1.420 -2.067
H -1.665 -1.557 -1.102
H -1.677 -2.084 -2.792
H -2.133 0.078 -5.057
H -0.415 -0.147 -4.775
H -1.090 1.483 -4.834
H -3.987 1.173 -2.830
H -2.923 2.560 -2.601
H -3.345 1.539 -1.231

Calculated molar mass in order - 5442.51, 780.56, 611.81, 597.71, 627.03, 714.67 g/mol